This record from OMol25 describes C84H183N9O9 as an isolated structure at a distorted geometry. The level of theory is wB97M-V/def2-TZVPD.

Its total charge is +6. Its LUMO energy is -9.892 eV. For the largest force on an atom, the calculation gives 9.3 eV Å⁻¹.

```
285
Properties=species:S:1:pos:R:3:forces:R:3
O 0.332302 3.014860 -4.370917 0.4 0.0 -3.3
O 4.398311 5.012050 5.252819 -0.2 -0.5 0.0
O 4.048199 6.779650 3.981884 -3.1 0.7 -2.2
O 5.886239 6.639779 5.000206 3.6 1.3 0.7
O 0.399156 5.315157 -4.583369 -0.2 -0.3 -0.7
O 0.176037 4.210705 -2.668368 -0.1 2.4 3.7
O -4.845405 2.561433 4.895761 -1.3 1.4 -1.9
O -3.837275 1.315976 6.320057 1.6 -2.8 2.1
O -4.607520 3.265633 6.938051 -0.5 2.1 1.9
N 6.497900 -6.600200 -3.636140 2.9 -1.0 0.4
N -3.269413 -8.416163 -4.237823 0.0 -0.8 -0.3
N -6.845699 4.126969 -5.593520 0.8 -0.7 -0.3
N -1.584611 -0.315797 0.291404 0.8 0.8 1.4
N -2.036143 -3.876325 7.466059 -2.1 0.2 -0.4
N -1.346103 4.702691 11.383252 -0.8 -0.6 -0.8
N 5.622601 2.406947 0.415723 -0.4 -0.1 -1.0
N 2.989541 -4.197734 -10.338728 1.8 -1.6 0.0
N -1.323833 7.647576 2.904607 -0.1 -1.3 -0.7
C -0.881973 -2.853837 7.414514 -1.1 -0.5 -0.2
C -4.590589 -8.583988 -5.079263 0.3 1.1 0.7
C -5.519344 5.941788 -4.481142 1.2 -0.2 0.3
C -1.351557 6.408046 3.855486 0.1 1.6 0.0
C 6.794137 -2.957932 -10.596047 0.5 -0.2 0.5
C 4.528045 3.403189 0.048805 -1.1 1.1 0.0
C -2.807087 -9.901788 -3.966478 1.3 1.7 0.2
C 6.676704 3.013037 1.316509 1.0 0.8 0.3
C -8.050378 4.532569 -4.764777 -0.2 -0.1 0.8
C -0.430432 7.333631 1.685440 -0.2 1.3 0.0
C -5.459297 6.785263 -5.740440 -0.8 0.3 -0.5
C -2.776126 7.973544 2.384870 0.3 -1.3 0.9
C -3.514963 6.741586 1.694509 1.5 0.8 -0.2
C 4.971710 -5.347686 -1.566635 -0.2 0.5 1.2
C 0.318071 -3.407470 6.738865 0.4 -1.5 0.5
C -5.614776 4.384392 -4.742401 -0.3 1.9 0.0
C 0.756482 4.227631 9.886928 -1.6 1.7 -0.5
C 0.998183 -2.468385 -8.876218 1.1 -0.2 0.0
C -0.683601 -7.804080 -4.412617 -0.9 -0.4 0.1
C -6.654879 6.544998 -6.658021 0.3 -1.1 0.2
C 1.743489 -3.649147 -8.250912 -0.4 0.4 1.2
C -2.780771 -3.848601 6.060150 1.2 -0.4 2.2
C -0.624664 8.306292 12.919061 0.1 -0.4 -0.1
C 0.328112 4.167813 -3.869566 -0.6 -3.0 1.5
C -0.182022 0.189370 2.496451 -0.7 0.9 0.1
C 9.330698 -6.283200 -6.433227 -0.7 1.6 0.3
C 0.223734 9.827797 1.712421 0.3 -0.7 -1.2
C -4.105018 -4.524832 6.076780 -0.2 -0.9 0.5
C 6.443053 -5.599262 -1.291701 -0.3 0.1 -0.1
C -3.520925 -7.764405 -2.848405 -0.4 1.2 -0.2
C 2.214844 -4.773227 -9.148014 -0.7 1.6 0.3
C 4.462148 -3.842438 -9.856585 0.0 0.9 -0.8
C -6.860210 2.565698 -5.906858 -0.8 2.0 0.1
C -1.045903 3.303272 11.981416 -1.1 0.5 0.3
C -1.147886 7.234690 11.939843 -0.3 0.6 -0.6
C 7.163929 -5.613218 -2.609427 -0.9 -0.6 -0.2
C 3.102615 -5.371556 -11.353804 -0.4 1.5 -0.6
C 7.123292 4.445537 0.909091 -1.4 0.6 -0.2
C -1.845361 -1.495178 -2.390524 -0.2 -0.1 -0.3
C 6.873058 -8.033392 -3.207522 -1.0 0.8 0.6
C 0.179509 1.291527 3.506968 0.3 0.5 -0.3
C 5.029487 -0.987268 2.307434 -0.7 0.9 1.1
C -0.961986 -2.153757 -1.286626 0.0 1.1 -0.3
C 0.357580 2.859800 11.950435 2.4 0.1 -0.9
C -0.299743 -9.216079 -4.009622 0.3 0.1 -0.3
C -4.843989 -4.064725 4.865898 -0.9 -0.1 -0.4
C 6.300038 1.950836 -0.928823 -0.6 0.5 1.1
C 6.010292 5.392314 0.368974 -0.7 0.0 0.1
C 4.402783 -6.489748 -2.358905 -1.0 0.4 -1.6
C 7.173750 -6.347948 -4.964096 -1.2 0.4 -1.2
C 5.022630 -6.496003 -3.781909 0.1 0.8 1.6
C 5.480174 -3.586757 -11.008000 -0.7 0.1 -1.2
C -6.743286 4.981755 -6.900518 -0.9 0.4 -0.2
C -0.348464 -5.854312 7.190328 -0.9 1.4 1.3
C 1.904878 -1.907375 -9.936549 0.9 1.1 -0.9
C -4.517923 -6.543060 -2.781882 -0.4 -1.0 -0.2
C -0.926739 0.748241 1.256995 -1.4 -0.7 -0.4
C -0.581666 10.158187 2.991501 0.6 -1.0 -1.0
C -0.833589 5.800091 12.333906 0.0 0.2 -0.8
C -9.425265 4.093355 -5.248985 0.8 -0.5 -0.9
C -0.247908 8.589322 0.852550 0.2 1.0 1.1
C -10.542465 4.842054 -4.545150 0.2 0.1 0.2
C -1.400147 -9.913318 -3.244076 -1.0 -0.6 -0.7
C -2.121924 -7.668851 -5.038581 0.0 -0.2 0.6
C -2.503517 -1.201650 1.152665 1.0 -0.2 -0.8
C -3.094258 -3.388752 8.543688 1.6 0.6 0.2
C -0.739549 8.812883 3.778741 -0.8 1.0 -0.8
C -2.871953 4.765014 11.201408 0.6 0.8 -0.1
C -2.435490 0.452973 -0.831761 2.3 -1.1 1.6
C 4.849684 1.277786 1.086146 0.4 -1.0 -0.4
C 0.924034 2.842266 10.494962 -0.8 1.1 0.6
C -4.452580 2.323805 6.045376 1.2 -2.2 -2.7
C -4.749622 7.074727 0.881858 -0.5 1.1 1.1
C -0.410502 -1.066948 -0.353795 -2.0 -1.1 -0.2
C 8.648093 -6.560766 -5.091605 0.9 -0.5 1.1
C 4.817315 6.098850 4.795781 -2.4 -7.8 4.4
C 0.721844 -4.754785 7.409132 0.6 -0.4 -1.6
C -4.753764 -5.992505 -1.365907 1.1 -0.3 -0.1
C -1.629235 -5.344546 7.875679 -0.1 2.1 -0.3
C 2.316029 -2.944584 -10.986434 -0.7 -1.2 -0.2
C 5.682116 0.017196 1.337242 -0.1 -0.9 -0.1
C -0.711921 4.800680 9.971025 -0.3 -1.4 0.3
C 4.959090 4.682022 -0.563784 2.8 1.5 -0.1
C -2.920437 -0.583166 -1.797844 -0.6 0.7 0.5
H 0.246497 5.681584 12.247449 0.0 -0.1 0.7
H 5.090423 -0.584047 3.318266 0.3 -0.3 0.2
H -2.887537 6.302888 0.918639 0.7 -0.3 0.6
H 0.883623 -1.732096 -8.080689 -0.3 0.1 -0.1
H 3.774591 2.991740 -0.622855 0.3 -0.9 0.1
H 1.983747 2.595240 10.430966 -0.2 -0.4 0.2
H 5.454861 4.553507 -1.525971 -0.2 -0.2 -0.3
H -10.301723 4.882156 -3.482820 -0.3 -0.1 0.2
H 0.758852 -0.302825 2.250317 -0.2 -0.2 -0.3
H 8.696981 -6.352256 -7.317388 0.2 -1.2 -0.1
H -1.630208 2.547561 11.456452 -0.4 0.4 -0.2
H -0.896599 6.672017 0.955333 -0.1 -0.8 1.0
H 7.098078 -4.612465 -3.036349 0.2 -0.1 -0.3
H 0.585802 2.156205 2.982213 0.5 0.0 0.2
H -4.780909 -2.980747 4.770490 -0.2 0.0 -0.3
H -1.107524 8.187759 13.889063 -0.1 0.2 0.0
H 4.935660 7.133285 4.076628 1.8 6.1 -3.4
H 3.952028 -1.094836 2.182519 -0.2 0.3 -0.6
H 3.492384 -5.011181 -12.305810 0.4 0.3 0.3
H -3.378525 4.829743 12.164359 0.2 -0.3 0.0
H 6.665136 -2.128665 -9.900492 0.0 -0.2 0.3
H 1.483113 -3.378178 -11.539915 -0.6 -0.1 0.5
H 0.497454 1.859354 12.359864 -0.5 0.0 0.2
H 4.814940 -5.499593 -4.171948 0.1 0.0 -0.2
H 5.376733 -2.020412 2.296238 0.6 0.3 -0.2
H 7.472789 4.946746 1.811728 0.5 -0.3 0.0
H -0.834235 -0.441123 3.100764 0.0 -0.5 -0.5
H -3.246908 3.944833 10.589178 0.3 -0.2 0.3
H -2.389171 -2.223696 -2.991894 0.2 -0.4 0.1
H 4.918079 -4.567918 -9.182861 -0.7 -0.8 -0.3
H -3.228534 1.010110 -0.332987 0.1 -0.1 0.1
H 6.588239 -6.551390 -0.781314 0.0 0.1 0.3
H 0.907616 0.846017 4.184817 0.2 0.4 0.0
H 6.903935 -5.320943 -5.210207 0.0 0.2 -0.1
H 7.617393 2.462542 1.304563 -0.3 -0.7 -0.7
H 8.188061 -5.928416 -2.409629 0.0 0.0 -0.7
H -5.509574 7.855597 -5.540598 0.5 -0.1 0.5
H -1.675827 1.121792 -1.236371 -0.2 0.2 -0.3
H -7.992314 5.595488 -4.530404 0.0 0.0 -0.7
H -3.799492 -5.834666 -0.863354 0.1 0.3 0.1
H 2.917050 -2.648143 -11.846069 0.6 0.4 0.6
H 3.753084 -6.165591 -10.987069 -0.4 0.1 0.3
H -1.376202 8.929698 4.655740 -0.4 -0.2 -0.2
H -2.763793 -10.337296 -4.964756 0.1 -0.2 0.2
H 0.104745 -7.426006 -5.063525 -0.5 0.3 -0.4
H 6.440393 6.285536 -0.084056 0.4 -0.4 -0.7
H -3.793964 -8.545050 -2.138382 -0.3 -0.1 -0.3
H -0.010396 10.888973 3.563958 0.2 -0.4 0.4
H -3.616706 -10.335605 -3.379592 0.2 -0.1 -0.1
H -3.721631 -1.108621 -1.278151 -0.1 -0.4 -0.3
H -3.824089 -4.078089 8.968255 0.5 -0.7 -0.7
H -6.736896 2.084926 -4.936409 -0.2 -0.1 -0.2
H 4.119663 5.353880 -0.742857 -0.2 -0.3 0.1
H -2.601665 -5.816877 7.736511 0.5 -0.7 0.2
H 0.981491 -4.708852 8.466760 -0.2 0.4 0.1
H 0.911336 4.222888 8.808000 0.3 -0.1 0.0
H 6.651803 0.359795 1.698399 0.1 -0.4 0.1
H -7.894657 4.077895 -3.786467 0.1 -0.2 0.1
H -1.097169 -10.959429 -3.199650 -0.3 -0.1 0.5
H 2.810863 -1.407405 -9.594054 0.3 -0.5 0.8
H 7.352894 -2.518500 -11.422359 -0.4 -0.2 -0.3
H -6.508081 7.206728 -7.511629 0.3 -1.0 -0.9
H -7.829276 2.373704 -6.367444 0.1 -0.2 0.3
H 1.610867 -5.165085 6.930193 0.3 0.3 0.0
H 0.051175 -3.589464 5.697835 0.1 -0.2 -0.2
H -3.080939 -1.831886 0.476294 -0.1 0.2 0.3
H -1.331097 -0.892801 -3.139366 0.7 0.0 0.3
H 10.312451 -6.756727 -6.427143 -0.4 -0.2 -0.6
H 0.280895 10.644538 0.992862 -0.1 0.3 0.4
H 4.624866 -7.212694 -4.500409 0.4 -0.3 0.3
H 1.406976 5.014862 10.268000 0.4 -0.4 0.3
H 0.476544 8.311136 0.087119 0.3 0.3 0.1
H -5.652873 3.835189 -3.801640 -0.5 0.0 0.0
H 6.937330 -4.792651 -0.750266 -0.2 -0.1 0.4
H 3.361506 -6.254451 -2.579073 -0.3 -0.2 0.3
H 6.425130 2.888445 2.369736 -0.9 0.5 -0.1
H 4.354430 -2.980287 -9.198404 -0.1 0.3 -0.4
H 9.494383 -5.205847 -6.458041 0.5 0.2 0.1
H -2.182882 -8.036190 -6.063016 0.1 -0.4 0.2
H -4.218679 -5.755677 -3.473673 0.3 0.0 0.1
H -2.449851 -3.079358 9.366561 -0.2 0.0 0.1
H 0.985369 3.509459 12.560296 0.1 0.0 0.1
H -3.104560 5.680185 10.656936 0.1 0.0 0.1
H 6.458004 -8.687521 -3.974288 0.6 -0.2 0.0
H -0.790443 7.446972 10.932238 0.4 0.0 0.0
H -2.557546 -7.400063 -2.491662 0.1 -0.1 -0.2
H -1.840723 1.273051 1.535053 0.3 0.4 0.5
H -9.425471 3.015924 -5.083911 -0.6 -0.1 0.3
H -5.001174 3.875598 6.309894 -0.6 1.2 0.4
H -6.098486 2.254062 -6.621533 0.2 0.6 0.2
H -1.551386 -2.918078 -0.780137 0.0 0.1 0.3
H -1.465872 -9.487131 -2.243008 -0.2 -0.3 0.1
H -0.352220 6.396611 4.290571 0.0 -0.5 -0.2
H -0.030371 -6.676215 7.831727 -0.1 -0.5 -0.6
H 4.422295 -7.424863 -1.799196 0.2 0.0 -0.2
H -3.671272 -2.516446 8.236730 0.4 0.1 -0.6
H -5.886914 -4.359712 4.981596 0.0 0.2 -0.3
H 6.831976 2.792646 -1.372077 -0.1 0.0 0.4
H -0.602342 -7.219051 -3.496526 -0.3 0.3 0.0
H -4.023234 -5.608526 5.992927 0.2 -0.1 0.3
H 5.826265 -0.625478 0.468741 0.3 0.8 -0.6
H -1.252832 5.627492 13.325147 0.3 -0.4 0.0
H 0.195878 4.928794 -5.438357 0.3 0.5 -0.9
H 4.007897 1.071010 0.425279 0.0 0.0 -0.1
H 1.258633 9.617798 1.982595 0.1 0.0 0.2
H 5.667449 -4.482257 -11.600551 0.2 -0.5 0.6
H 2.585943 -3.228143 -7.702147 0.3 0.2 -0.1
H -4.552820 6.586891 -6.312318 0.1 0.0 0.1
H -3.124970 -0.623055 1.836138 0.0 0.4 -0.5
H -1.368493 4.209281 9.332864 0.0 -0.8 0.3
H 6.361382 -8.237637 -2.267005 -0.1 0.0 -0.2
H 0.040571 -2.647623 -9.365066 -0.1 -0.5 0.4
H -5.034846 -7.599315 -5.224660 0.2 0.0 0.1
H 0.060177 -9.831069 -4.834451 -0.4 0.1 -0.3
H -11.518769 4.380442 -4.692930 0.2 -0.1 0.1
H -1.458555 10.751469 2.732343 -0.6 -0.7 0.2
H -4.668599 -4.316975 6.986325 0.0 0.1 -0.1
H -4.494899 -9.034935 -6.066983 0.9 -0.1 0.2
H 7.015954 1.158002 -0.712101 -0.3 0.0 0.0
H -2.757784 8.860710 1.751861 0.2 -0.1 0.2
H 2.841656 -5.421391 -8.535553 0.2 -0.2 -0.6
H 0.583337 -9.109950 -3.379537 0.0 -0.2 0.2
H -2.107092 -4.383697 5.390888 0.1 0.6 -0.3
H 8.894126 -7.569777 -4.760740 0.0 -0.1 -0.2
H -0.374498 1.389770 0.570293 0.4 0.0 0.3
H -5.046721 6.250665 0.233199 -0.1 -0.1 0.4
H -0.863147 9.277903 12.486382 -0.1 0.0 0.3
H -5.524750 -6.826629 -3.088451 0.1 -0.3 -0.4
H -0.516425 -6.115894 6.145587 0.3 -0.2 0.1
H 4.852311 -4.361814 -2.015979 0.1 -0.1 -0.8
H 0.213107 -0.403598 -0.953096 -0.3 0.5 0.3
H 7.917976 4.389197 0.165179 0.1 -0.1 0.2
H 4.422570 1.608631 2.032842 0.3 0.5 0.0
H -0.004447 -2.621377 -1.515872 -0.3 -0.4 -1.2
H 0.214256 -1.590200 0.370065 -0.3 0.6 0.5
H 9.141188 -5.900395 -4.378257 0.1 -0.1 0.1
H 1.447231 -0.990072 -10.306990 -0.4 -0.4 -1.1
H -2.026539 6.655264 4.674863 -0.2 0.0 -0.1
H -1.188193 -2.061204 6.731833 -0.6 0.5 0.9
H 4.343383 -5.190680 -0.689910 0.4 -0.5 0.5
H -4.647541 7.953262 0.244778 0.3 0.0 0.0
H 0.220891 8.511677 4.197013 0.1 -0.3 -0.6
H -0.951915 5.759058 9.510568 0.8 0.5 0.7
H 5.131318 -2.977156 -11.841539 -0.9 0.5 0.4
H -2.362355 -6.607679 -5.103272 -0.4 -0.1 0.3
H -4.757568 3.962348 -5.266971 0.1 0.5 -0.3
H -3.768646 6.029452 2.479752 0.1 -0.2 -0.2
H -1.419054 3.378003 13.002820 -0.1 -0.1 0.0
H -2.212526 7.453349 11.857295 -0.3 -0.5 0.2
H 6.630062 -6.979534 -5.666671 0.0 -0.1 -0.1
H -5.287410 -6.703347 -0.735015 -0.2 0.1 -0.2
H -5.307304 -9.192346 -4.527620 0.3 0.0 0.3
H -5.282790 -5.040931 -1.418161 -0.1 -0.2 0.1
H -0.611483 1.702452 4.134310 -0.5 -0.4 -0.3
H -5.894836 4.597175 -7.466493 0.2 0.1 0.3
H 3.965014 3.790200 0.898134 0.3 -1.0 0.9
H 1.060212 -2.609951 6.703122 0.3 -0.3 0.3
H -5.477995 7.330385 1.651411 -0.8 -0.1 -0.6
H -7.582540 7.013091 -6.328723 -0.2 -0.6 0.8
H -2.960467 -2.785922 5.897278 0.5 0.0 -0.4
H 7.935855 -8.110692 -2.978214 -0.2 0.0 -0.6
H 0.302935 2.163741 9.910203 0.2 -0.3 -0.1
H 0.538376 6.987476 2.045574 -0.2 -0.2 0.1
H -6.248833 6.383240 -3.802117 -0.5 -0.7 -0.1
H -3.173711 8.191680 3.376057 -1.0 0.3 -0.4
H -1.658913 5.460993 3.411947 0.2 0.4 -0.4
H 7.454573 -3.735042 -10.211317 0.1 0.2 0.5
H -1.379131 -5.188913 8.925124 -0.3 -0.5 0.2
H -3.419891 0.058759 -2.523504 0.0 -0.5 -0.6
H -7.626972 4.685478 -7.465702 -0.1 0.2 0.0
H 2.095236 -5.664611 -11.649408 0.0 -0.4 0.6
H -4.612307 6.151929 -3.914388 0.4 -0.4 -0.1
H 1.145264 -4.061383 -7.438326 -0.2 -0.4 -0.1
H -10.619257 5.880681 -4.866777 0.1 0.0 -0.2
H -0.700367 -2.574776 8.452423 0.1 0.3 -0.3
H -9.466987 4.163008 -6.335954 -0.3 0.4 -0.1
H -1.147435 8.834100 0.287721 -0.2 0.0 0.1
H 5.509695 1.667766 -1.624041 0.0 -0.2 0.2
H -4.447848 -4.583892 3.993173 0.0 0.3 -0.3
H 5.499850 5.921317 1.173776 -0.3 -0.7 0.6
H 0.450904 8.304917 13.095833 0.0 -0.3 -0.2
H -1.897072 -1.842014 1.793171 0.2 0.0 -0.3
H 1.293234 -5.283236 -9.428427 0.4 -0.3 -0.8
```
Forces are in eV/Å.

Here are the Löwdin charges for atoms 1 to 8, given in e: O -0.130; O -0.085; O 0.059; O 0.032; O 0.069; O -0.077; O -0.087; O -0.068